Entry 1:
Here is C5H9NO in the gas phase from OMol25. Energies are from ωB97M-V/def2-TZVPD.

The geometry in XYZ format:
```
16
Properties=species:S:1:pos:R:3:lowdin_charge:R:1
O 0.930 -0.302 0.646 -0.026
N -1.170 -1.033 1.383 0.167
C 1.000 -0.441 -0.755 -0.302
C -0.281 -0.138 1.280 -0.497
C -0.377 1.192 1.970 -0.015
C 0.305 0.493 -1.695 -0.087
C -0.073 -0.973 -1.657 -0.098
H 0.855 0.891 -2.543 0.100
H 0.411 1.243 2.730 0.089
H -0.196 2.010 1.265 0.079
H -1.352 1.323 2.443 0.082
H 0.249 -1.619 -2.470 0.101
H -0.850 -1.889 0.925 0.064
H -0.416 1.188 -1.268 0.104
H -1.052 -1.218 -1.260 0.093
H 2.018 -0.729 -0.994 0.147
```

HOMO-LUMO gap	10.72	eV
E_HOMO	-9.680	eV
SMILES	[H]/N=C(/C)OC1CC1

=====

Entry 2:
Here is a molecular structure, C49H45ClN8O23P2S at a distorted geometry from OMol25. Energies are from ωB97M-V/def2-TZVPD.

The geometry in XYZ format:
```
129
Properties=species:S:1:pos:R:3:lowdin_charge:R:1
Cl -5.756 -1.978 -3.843 0.132
S -5.239 -4.134 -0.561 0.979
P -5.360 -4.038 -3.306 0.659
P -1.540 -2.993 -1.726 0.793
O -1.517 -0.629 1.094 0.027
O -4.420 -5.445 -0.492 -0.455
O -0.701 -1.622 -1.834 -0.401
O 2.202 -4.122 3.904 -0.001
O -1.118 3.939 -4.521 0.045
O -5.808 -5.037 -4.672 -0.380
O -5.817 -5.597 -7.239 0.035
O -4.296 -2.781 -0.991 -0.493
O -0.075 -2.272 0.914 0.054
O -9.847 2.910 -3.780 0.057
O -5.518 -5.843 -9.398 0.070
O -2.109 -3.339 -3.335 -0.258
O 6.951 6.031 -1.906 0.061
O -9.138 1.208 -4.969 0.057
O -3.213 0.929 6.792 0.028
O -0.361 -4.249 -1.294 -0.206
O 0.557 5.339 -4.299 0.050
O -3.467 2.965 6.016 0.074
O 8.555 -3.130 1.209 0.037
O 2.777 -4.991 5.834 0.072
O 7.846 -1.428 2.398 0.074
O -6.332 -4.398 -1.888 -0.602
O 7.610 6.782 0.047 0.058
N 6.773 6.675 -0.862 -0.327
N -6.230 -5.625 -8.408 -0.308
N -0.029 4.278 -4.036 -0.326
N -0.725 -1.451 1.577 -0.297
N 3.043 -4.552 4.706 -0.291
N 8.738 -2.068 1.822 -0.302
N -8.956 2.270 -4.356 -0.327
N -3.082 2.159 6.875 -0.310
C -9.848 -4.830 -7.770 -0.062
C -8.494 -5.089 -7.546 0.010
C 4.505 7.253 -1.686 -0.003
C -6.559 2.138 -4.984 -0.003
C 10.102 -1.528 1.863 -0.138
C -7.659 -5.377 -8.634 -0.137
C -8.173 -5.420 -9.937 -0.001
C -2.420 2.697 8.070 -0.139
C -0.246 -1.494 5.802 -0.053
C 6.140 -4.051 2.635 -0.067
C 1.797 1.649 -1.237 -0.060
C 4.043 8.806 0.599 -0.069
C -2.269 4.083 8.216 0.002
C -6.039 4.516 -3.598 -0.067
C -1.936 1.819 9.049 0.001
C -1.286 2.336 10.172 -0.066
C 0.609 3.364 -3.081 -0.147
C 5.432 -5.055 5.152 -0.004
C -0.007 2.144 -2.771 0.011
C 11.655 0.178 2.580 -0.064
C 6.766 -5.067 4.742 -0.063
C 11.135 -2.200 1.194 0.001
C -1.291 -0.570 3.827 0.010
C -0.548 -1.456 3.034 -0.128
C 0.501 -2.368 5.010 -0.052
C 12.682 -0.483 1.906 -0.070
C 4.801 -4.036 3.033 0.017
C -1.127 3.715 10.316 -0.072
C 5.488 7.363 -0.693 -0.144
C -10.361 -4.864 -9.067 -0.072
C -5.011 3.856 -4.272 -0.065
C 0.353 -2.353 3.622 0.005
C 5.259 8.134 0.455 -0.003
C 4.451 -4.544 4.291 -0.135
C -1.137 -0.595 5.214 -0.059
C 0.594 1.288 -1.845 -0.048
C 3.066 8.704 -0.393 -0.072
C 7.117 -4.569 3.486 -0.070
C 1.823 3.724 -2.480 -0.010
C -7.591 2.810 -4.315 -0.145
C -9.529 -5.162 -10.148 -0.069
C 12.426 -1.669 1.217 -0.065
C -7.335 3.997 -3.616 -0.004
C -1.620 4.587 9.344 -0.065
C 3.293 7.927 -1.530 -0.064
C 2.413 2.861 -1.554 -0.071
C -5.268 2.669 -4.961 -0.061
C -2.945 -2.829 -0.411 -0.256
C 10.359 -0.341 2.562 0.002
H 0.122 0.341 -1.595 0.070
H -4.004 4.268 -4.262 0.100
H 13.690 -0.070 1.916 0.109
H 10.951 -3.125 0.652 0.119
H -8.126 4.525 -3.088 0.117
H 4.668 6.654 -2.580 0.118
H 3.351 3.135 -1.077 0.105
H -5.830 5.439 -3.060 0.108
H -0.615 4.113 11.191 0.109
H 2.258 0.982 -0.511 0.109
H 11.863 1.101 3.118 0.110
H -1.990 0.136 3.383 0.120
H 3.859 9.412 1.483 0.108
H 5.175 -5.446 6.134 0.117
H -0.900 1.662 10.935 0.109
H -11.416 -4.657 -9.238 0.108
H -4.985 -4.998 -5.277 0.062
H 8.158 -4.586 3.168 0.101
H 4.051 -3.632 2.356 0.123
H -10.503 -4.599 -6.933 0.111
H -1.495 5.661 9.465 0.109
H 2.525 7.850 -2.297 0.110
H 6.421 -3.662 1.658 0.092
H -6.742 1.213 -5.526 0.114
H -1.873 -2.614 -3.991 0.098
H -2.760 -1.769 0.106 0.117
H 7.534 -5.467 5.401 0.108
H -9.938 -5.190 -11.156 0.108
H -4.461 2.159 -5.484 0.110
H 2.122 9.234 -0.278 0.109
H -1.714 0.084 5.838 0.068
H -2.809 -3.621 0.452 0.121
H 6.010 8.224 1.236 0.118
H -7.537 -5.647 -10.790 0.119
H -0.946 1.850 -3.233 0.119
H -0.934 -4.911 -0.786 0.080
H -2.645 4.775 7.466 0.120
H -0.133 -1.514 6.885 0.107
H 9.568 0.187 3.090 0.120
H 1.196 -3.063 5.476 0.084
H -2.051 0.742 8.952 0.119
H 0.940 -3.043 3.019 0.095
H 13.233 -2.179 0.694 0.110
H -8.110 -5.059 -6.529 0.115
H 2.315 4.665 -2.716 0.105
```

HOMO-LUMO gap	8.05	eV
E_HOMO	-9.144	eV

=====

Entry 3:
Here is a molecular structure, C8H15B2ClF3O4Tb at a distorted geometry from OMol25. Energies are from ωB97M-V/def2-TZVPD.

The geometry in XYZ format:
```
34
Properties=species:S:1:pos:R:3:lowdin_charge:R:1
Tb -3.950 1.648 0.615 1.994
Cl 2.973 -0.043 -0.779 0.813
F 2.817 1.978 -2.420 0.042
F 0.619 2.156 -2.960 0.100
F 2.013 0.551 -3.927 0.133
O -3.107 0.624 -1.062 -0.111
O 0.643 1.020 -0.484 0.045
O -1.590 2.566 -0.712 0.122
O -0.310 -1.127 -0.660 0.069
C 1.634 -0.147 2.406 -0.069
C 1.307 0.298 -1.522 -0.509
C -0.280 -1.418 -3.020 0.021
C 0.670 -1.158 -1.764 -0.191
C -0.884 0.096 1.522 -0.032
C 1.671 1.234 -2.772 -0.416
C -0.296 -1.044 3.851 -0.076
C 0.160 -0.815 2.333 -0.335
B -1.792 1.128 -0.649 -0.534
B -0.523 0.194 -0.109 -0.764
H -2.922 -0.076 -1.738 0.172
H -0.862 1.191 1.896 0.134
H -1.977 -0.240 1.626 0.091
H 0.374 -1.860 4.282 0.110
H 1.659 0.881 1.897 0.086
H -0.057 -0.782 -3.931 0.101
H 1.488 -1.930 -1.566 0.163
H -0.049 -0.098 4.441 0.092
H -1.386 -1.298 -2.763 0.083
H -1.388 -1.316 3.982 0.081
H 1.932 0.061 3.494 0.094
H 2.438 -0.829 1.978 0.078
H -1.087 2.886 0.069 0.144
H -0.163 -2.508 -3.351 0.118
H 0.225 -1.825 1.796 0.152
```

<S²>	12.76
HOMO-LUMO gap (alpha / beta)	7.09 / 6.30	eV
spin multiplicity	7
E_HOMO (alpha / beta)	-16.080 / -16.172	eV
charge	+2